Entry 1:
Here is C42H32BBrCdF4N4O4P as an isolated structure from the OMol25 dataset. Energies are from ωB97M-V/def2-TZVPD.

Geometry as XYZ:
```
90
C42H32BBrCdF4N4O4P | the OMol25 dataset | ωB97M-V/def2-TZVPD
Cd 0.56 -0.57 0.71
Br -4.58 -7.65 -0.19
C -3.45 -7.29 1.30
C -2.50 -8.22 1.67
C -1.71 -7.99 2.78
C -1.85 -6.81 3.52
C -2.81 -5.87 3.11
C -3.62 -6.12 2.02
N -1.17 -6.69 4.74
N -0.71 -5.63 5.22
C -0.49 -4.46 4.52
C -0.67 -3.29 5.27
C -0.68 -2.04 4.69
C -0.45 -1.85 3.31
O -0.50 -0.71 2.77
C -0.10 -3.05 2.54
N 0.25 -2.86 1.25
C 0.63 -3.88 0.52
C 0.77 -5.17 1.06
C 0.43 -5.38 2.37
C -0.09 -4.32 3.14
H -2.38 -9.13 1.10
H -0.97 -8.71 3.09
H -2.92 -4.95 3.67
H -4.36 -5.39 1.71
H -0.88 -3.41 6.32
H -0.88 -1.16 5.29
H 0.87 -3.69 -0.52
H 1.16 -5.97 0.45
H 0.59 -6.34 2.83
F 2.56 -2.38 -2.71
B 1.16 -2.28 -2.81
F 0.66 -1.72 -1.58
F 0.59 -3.54 -2.98
F 0.80 -1.42 -3.87
N -1.35 1.41 1.07
C -1.50 2.47 1.47
C -1.69 3.80 1.97
C -1.86 4.87 1.08
C -2.05 6.14 1.58
C -2.07 6.37 2.95
C -1.89 5.31 3.83
C -1.70 4.03 3.35
H -1.82 4.69 0.02
H -2.18 6.97 0.89
H -2.22 7.37 3.33
H -1.90 5.48 4.90
H -1.56 3.19 4.02
O 0.36 1.03 -1.04
P 0.54 1.89 -2.23
C 2.13 1.67 -3.06
C 2.46 2.33 -4.24
C 3.70 2.12 -4.81
C 4.60 1.25 -4.22
C 4.27 0.59 -3.04
C 3.03 0.81 -2.46
C 0.51 3.64 -1.72
C 0.95 3.90 -0.42
C 0.98 5.20 0.05
C 0.56 6.24 -0.76
C 0.12 5.99 -2.05
C 0.10 4.69 -2.53
C -0.78 1.68 -3.44
C -2.04 2.20 -3.14
C -3.11 1.94 -3.98
C -2.93 1.17 -5.12
C -1.68 0.63 -5.41
C -0.60 0.88 -4.57
H 1.74 2.99 -4.71
H 3.96 2.63 -5.74
H 5.56 1.07 -4.68
H 4.96 -0.11 -2.59
H 2.75 0.29 -1.55
H 1.27 3.06 0.20
H 1.32 5.40 1.06
H 0.57 7.26 -0.39
H -0.21 6.80 -2.68
H -0.25 4.48 -3.54
H -2.18 2.78 -2.24
H -4.09 2.34 -3.75
H -3.77 0.96 -5.77
H -1.55 0.01 -6.28
H 0.36 0.43 -4.76
C 4.29 1.64 1.09
O 2.97 1.19 0.75
C 2.54 0.03 1.35
O 3.27 -0.51 2.15
H 4.47 2.53 0.49
H 5.02 0.87 0.86
H 4.35 1.87 2.15
```

Computed properties:
net charge: -1
gap between HOMO and LUMO: 6.360 eV
LUMO energy: 1.888 eV
HOMO: -0.164 Ha
energy above the lowest of the compared OMol25 structures with the same formula, charge and spin: 22.46 kcal per mole
E: -5647.4563 hartree

***

Entry 2:
Here is one molecule with the formula C6H10Cl2 from the OMol25 dataset. Energies are from ωB97M-V/def2-TZVPD.

Geometry as XYZ:
```
18
C6H10Cl2 | the OMol25 dataset | ωB97M-V/def2-TZVPD
C -1.58 -1.58 -1.31
C -2.05 -0.30 -0.69
C -1.45 0.71 0.09
C -1.93 2.12 0.25
C -0.03 0.44 0.34
Cl 0.01 -1.02 1.48
C 0.92 0.08 -0.71
Cl 2.79 0.34 -0.40
H -0.50 -1.83 -1.00
H -1.53 -1.52 -2.32
H -2.30 -2.25 -0.85
H -3.17 -0.19 -0.91
H -1.43 2.61 1.38
H -3.00 2.22 0.11
H -1.28 2.73 -0.60
H 0.74 1.00 0.93
H 0.97 -0.83 -1.28
H 0.65 0.83 -1.60
```

Computed properties:
gap between HOMO and LUMO: 9.739 eV
LUMO energy: 0.664 eV
HOMO: -0.334 Ha
SMILES: C/C=C(/C)[C@@H](Cl)CCl
energy above the lowest of the compared OMol25 structures with the same formula, charge and spin: 75.95 kcal per mole
E: -1154.8750 hartree

***

Entry 3:
Here is C4H5IN as an isolated structure from the OMol25 dataset. Energies are from ωB97M-V/def2-TZVPD.

Geometry as XYZ:
```
11
C4H5IN | the OMol25 dataset | ωB97M-V/def2-TZVPD
C -0.85 1.56 -0.31
C -0.17 -0.42 -0.04
C 0.79 0.89 0.54
C -1.45 0.30 -0.74
N -0.01 2.11 0.30
I -3.42 -0.03 -0.04
H 0.33 -1.11 -0.80
H -0.36 -1.00 0.99
H 0.96 0.84 1.56
H 1.69 1.00 0.00
H -1.32 0.04 -1.75
```

Computed properties:
net charge: +1
gap between HOMO and LUMO: 8.193 eV
LUMO energy: -6.198 eV
HOMO: -0.529 Ha
energy above the lowest of the compared OMol25 structures with the same formula, charge and spin: 37.91 kcal per mole
E: -507.4490 hartree

***

Entry 4:
Here is a 2-piece molecular cluster, CH5OS2 overall from the OMol25 dataset. Energies are from ωB97M-V/def2-TZVPD.

Geometry as XYZ:
```
9
CH5OS2 | the OMol25 dataset | ωB97M-V/def2-TZVPD
O 0.62 0.96 -1.53
H -0.24 0.72 -1.17
C 0.34 0.21 1.11
S 1.58 0.66 -0.14
S -2.11 -1.60 -1.25
H -0.56 -0.29 0.77
H 0.18 1.20 1.55
H 0.96 -0.46 1.73
H -0.77 -1.39 -1.06
```

Computed properties:
net charge: -1
gap between HOMO and LUMO: 6.201 eV
LUMO energy: 3.316 eV
HOMO: -0.106 Ha
energy above the lowest of the compared OMol25 structures with the same formula, charge and spin: 27.06 kcal per mole
E: -912.7066 hartree

***

Entry 5:
Here is a 3-piece molecular cluster, C6H7NO overall from the OMol25 dataset. Energies are from ωB97M-V/def2-TZVPD.

Geometry as XYZ:
```
15
C6H7NO | the OMol25 dataset | ωB97M-V/def2-TZVPD
C -0.97 0.45 -0.32
C -1.82 -0.84 0.03
C -0.85 -1.80 -0.03
C 0.22 -0.03 -0.29
C 1.54 0.58 -0.23
C 2.81 -0.02 -0.02
H -2.93 1.52 -0.96
H -1.14 2.35 1.53
H -2.81 -1.05 0.24
H -1.12 -2.82 0.19
H 1.28 1.73 -0.57
H 3.73 0.48 0.22
H 2.91 -0.97 0.44
N -1.24 1.90 -0.02
O 0.38 -1.46 -0.21
```

Computed properties:
gap between HOMO and LUMO: 6.491 eV
LUMO energy: -1.892 eV
HOMO: -0.308 Ha
energy above the lowest of the compared OMol25 structures with the same formula, charge and spin: 245.51 kcal per mole
E: -362.4222 hartree

***

Entry 6:
Here is an isolated ion of composition C5H10N3 and charge +1 from the OMol25 dataset. Energies are from ωB97M-V/def2-TZVPD.

Geometry as XYZ:
```
18
C5H10N3 | the OMol25 dataset | ωB97M-V/def2-TZVPD
C 0.00 -0.29 1.89
N 1.19 -0.58 1.64
C 1.52 -0.83 0.36
C 0.25 -0.83 -0.44
N 0.22 0.27 -1.44
C -0.60 1.41 -0.76
N -1.56 0.66 -0.07
C -0.97 -0.41 0.62
H -0.29 0.04 2.93
H 1.85 -1.83 0.39
H 2.34 -0.20 -0.03
H 0.05 -1.77 -0.85
H -0.34 0.06 -2.29
H 1.16 0.65 -1.68
H -1.07 2.19 -1.30
H 0.29 1.81 -0.11
H -2.44 0.98 0.30
H -1.58 -1.33 0.86
```

Computed properties:
net charge: +1
gap between HOMO and LUMO: 9.857 eV
LUMO energy: -3.343 eV
HOMO: -0.485 Ha
SMILES: C1=NC[C@@H]2[NH2+]CN[C@H]12
energy above the lowest of the compared OMol25 structures with the same formula, charge and spin: 65.73 kcal per mole
E: -360.4703 hartree

***

Entry 7:
Here is C29H51AlNO2SSi2 as an isolated structure from the OMol25 dataset. Energies are from ωB97M-V/def2-TZVPD.

Geometry as XYZ:
```
87
C29H51AlNO2SSi2 | the OMol25 dataset | ωB97M-V/def2-TZVPD
O 1.43 -1.21 -3.05
O -2.68 -3.39 -5.08
C 1.54 -0.35 -4.21
C 2.98 -0.04 -4.50
H 0.99 0.58 -4.00
H 1.00 -0.81 -5.04
H 3.45 0.52 -3.70
H 3.02 0.55 -5.41
H 3.52 -0.96 -4.67
C 1.05 -2.58 -3.21
C 0.87 -3.11 -4.60
H 0.16 -2.77 -2.62
H 1.85 -3.10 -2.68
H -0.12 -2.87 -5.00
H 0.97 -4.20 -4.56
H 1.64 -2.76 -5.31
C -3.10 -3.82 -3.80
C -3.44 -2.29 -5.57
C -2.41 -5.12 -3.46
H -4.20 -3.96 -3.76
H -2.84 -3.05 -3.05
H -2.58 -5.86 -4.24
H -2.82 -5.50 -2.52
H -1.33 -4.99 -3.34
C -3.49 -2.35 -7.09
H -2.93 -1.36 -5.26
H -4.47 -2.27 -5.17
H -2.48 -2.41 -7.52
H -3.98 -1.45 -7.47
H -4.07 -3.22 -7.40
H -1.15 0.34 -1.47
Al 0.44 -0.57 -0.14
C -1.23 0.78 -2.46
Si -2.74 1.67 -1.73
H -0.33 1.40 -2.60
H -1.30 0.02 -3.23
C -3.15 2.68 -3.25
C -2.36 2.75 -0.20
C -3.94 0.31 -1.23
C 2.30 -1.03 -0.25
Si 2.40 -2.59 0.81
H 2.98 -0.26 0.12
H 2.56 -1.19 -1.30
C 3.92 -3.45 0.13
C 0.97 -3.82 0.71
C 2.54 -2.04 2.59
H -3.72 -0.59 -1.83
H -4.98 0.62 -1.43
H -3.86 0.01 -0.17
H -2.24 3.24 -3.53
H -3.98 3.39 -3.16
H -3.36 1.96 -4.05
H -1.33 3.14 -0.20
H -2.50 2.25 0.77
H -3.02 3.63 -0.18
H 0.85 -4.22 -0.30
H 0.00 -3.43 1.02
H 1.19 -4.67 1.37
H 2.41 -2.89 3.28
H 1.80 -1.28 2.87
H 3.53 -1.61 2.76
H 4.39 -4.10 0.87
H 4.63 -2.68 -0.18
H 3.66 -4.05 -0.75
S -0.51 1.94 3.40
C 0.74 2.83 2.51
C 1.35 4.02 2.88
C 2.28 4.61 2.00
C 2.56 4.00 0.77
C 1.96 2.79 0.40
C 1.08 2.19 1.30
N 0.39 0.98 1.13
C -0.49 0.75 2.14
C -1.37 -0.39 2.02
C -2.41 -0.64 2.94
C -3.29 -1.68 2.70
C -3.17 -2.45 1.54
C -2.14 -2.18 0.62
C -1.19 -1.18 0.85
H 1.09 4.47 3.84
H 2.77 5.54 2.29
H 3.27 4.49 0.09
H 2.13 2.31 -0.56
H -2.49 0.01 3.82
H -4.08 -1.91 3.42
H -3.87 -3.26 1.34
H -2.09 -2.76 -0.31
```

Computed properties:
net charge: +1
gap between HOMO and LUMO: 7.823 eV
LUMO energy: -3.775 eV
HOMO: -0.426 Ha
energy above the lowest of the compared OMol25 structures with the same formula, charge and spin: 3.98 kcal per mole
E: -2560.3149 hartree